No. 1
Density functional theory data (ωB97M-V with the def2-TZVPD basis set) for the molecule C4H4N2O at a distorted geometry.

```
11
C4H4N2O, DFT ωB97M-V with the def2-TZVPD basis set
O 0.353 2.243 1.371
C 0.200 1.181 0.820
C -0.396 1.070 -0.533
C -0.436 -0.109 -1.154
N 0.054 -1.283 -0.494
C 0.697 -1.055 0.729
N 0.686 -0.005 1.439
H -0.761 1.985 -0.986
H -0.767 -0.213 -2.190
H -0.713 -1.810 -0.099
H 1.082 -2.003 1.097
```

Output
Energy relative to the best compared isomer or geometry (same formula, charge and spin), kcal/mol: 26.7
Orbital gap, eV: 10.24
Spin multiplicity: 1
HOMO, Ha: -0.364
SMILES: O=c1cc[nH]cn1



No. 2
Density functional theory data (ωB97M-V with the def2-TZVPD basis set) for the molecule C8H11FN2O2S at a distorted geometry.

```
25
C8H11FN2O2S, DFT ωB97M-V with the def2-TZVPD basis set
C 0.517 2.207 -2.908
S -0.803 1.782 -1.628
O -2.143 1.529 -2.300
O -0.820 2.961 -0.672
C -0.195 0.196 -0.824
C 1.378 0.344 -0.637
N 2.541 0.614 -0.398
C -1.022 -0.262 0.473
C -2.382 0.583 0.728
N -3.266 1.410 0.787
C -0.220 -0.272 1.866
C 0.279 -1.781 2.263
C 1.252 -2.440 1.171
F 0.587 -2.848 -0.057
H 1.396 2.631 -2.279
H 0.137 2.933 -3.704
H 0.888 1.196 -3.332
H -0.353 -0.628 -1.631
H -1.384 -1.351 0.290
H -1.001 -0.011 2.689
H 0.605 0.514 1.971
H 0.844 -1.705 3.258
H -0.678 -2.428 2.331
H 1.692 -3.398 1.649
H 2.153 -1.776 0.896
```

Output
Orbital gap, eV: 11.09
Spin multiplicity: 1
HOMO, Ha: -0.400
SMILES: CS(=O)(=O)[C@@H](C#N)[C@H](C#N)CCCF



No. 3
Density functional theory data (ωB97M-V with the def2-TZVPD basis set) for a structure of composition C21H22IrN2O2SbSe4.

```
53
C21H22IrN2O2SbSe4, DFT ωB97M-V with the def2-TZVPD basis set
Ir 0.431 1.531 -1.216
C -1.841 3.920 -0.993
O -1.165 2.914 -0.236
C -0.588 3.282 0.949
C -0.844 4.474 1.604
C -0.201 4.742 2.808
C 0.685 3.830 3.355
C 0.930 2.631 2.699
C 0.299 2.359 1.503
N 0.544 1.153 0.754
N 0.729 0.151 1.485
C 0.961 -1.087 0.870
C 0.201 -1.600 -0.167
O -0.857 -0.882 -0.586
C 0.506 -2.878 -0.696
C 1.518 -3.624 -0.178
C 2.278 -3.160 0.923
C 3.316 -3.938 1.487
C 4.035 -3.481 2.555
C 3.738 -2.215 3.100
C 2.747 -1.439 2.568
C 1.982 -1.891 1.465
H -1.158 4.745 -1.202
H -2.726 4.257 -0.451
H -2.125 3.444 -1.926
H -1.517 5.202 1.176
H -0.391 5.682 3.308
H 1.200 4.054 4.279
H 1.632 1.908 3.089
H -0.086 -3.265 -1.512
H 1.740 -4.599 -0.597
H 3.530 -4.906 1.049
H 4.830 -4.081 2.979
H 4.306 -1.850 3.947
H 2.531 -0.467 2.988
Se 1.995 3.797 -1.271
Sb 2.567 2.388 -3.257
Se 2.344 0.208 -1.993
Se -0.044 2.194 -3.559
Se -0.513 0.483 -5.060
C -3.138 -2.480 -3.126
C -2.624 -2.151 -1.726
C -3.723 -1.535 -0.865
C -1.457 -1.188 -1.861
H -3.997 -3.154 -3.077
H -2.365 -2.955 -3.732
H -3.439 -1.566 -3.641
H -2.276 -3.071 -1.242
H -4.093 -0.622 -1.338
H -3.350 -1.274 0.125
H -4.563 -2.223 -0.749
H -1.798 -0.232 -2.251
H -0.691 -1.535 -2.554
```

Output
Energy relative to the best compared isomer or geometry (same formula, charge and spin), kcal/mol: 15.6
Orbital gap (spin up / spin down), eV: 5.24 / 5.47
Total charge: -1
Spin multiplicity: 2
HOMO (spin up / spin down), Ha: -0.124 / -0.133



No. 4
Density functional theory data (ωB97M-V with the def2-TZVPD basis set) for a structure of composition C33H57CeNP2Si at a distorted geometry.

```
95
C33H57CeNP2Si, DFT ωB97M-V with the def2-TZVPD basis set
Ce 0.065 -0.314 1.095
C -0.577 -2.645 1.901
C 0.801 -2.684 1.447
C 0.738 -1.556 3.475
C -0.596 -1.956 3.166
C 1.597 -1.948 2.398
C -1.740 -3.370 1.320
H -1.488 -3.904 0.399
H -2.589 -2.701 1.114
H -2.107 -4.111 2.046
C -1.737 -1.899 4.121
H -2.536 -2.596 3.837
H -2.143 -0.882 4.153
H -1.401 -2.152 5.139
C 1.185 -1.058 4.807
H 0.720 -1.622 5.630
H 0.888 -0.011 4.927
H 2.277 -1.150 4.931
C 3.086 -1.799 2.395
H 3.535 -2.333 3.247
H 3.390 -0.749 2.502
H 3.546 -2.193 1.485
C 1.375 -3.515 0.355
H 1.956 -4.342 0.797
H 2.065 -2.958 -0.292
H 0.607 -3.965 -0.276
C -1.551 0.029 -4.691
C -1.620 -1.298 -4.871
C -0.833 -2.043 -5.913
C 0.616 -1.534 -6.161
C 1.331 -0.973 -4.974
C 1.426 0.348 -4.751
C 0.530 1.395 -5.349
C -0.913 0.941 -5.692
H -1.332 -2.008 -6.901
H 0.614 -0.805 -6.993
H -0.793 -3.107 -5.627
H -0.922 0.465 -6.691
H -2.157 0.533 -3.940
H -2.427 -1.876 -4.406
H -1.530 1.855 -5.778
H 0.486 2.259 -4.657
H 2.282 0.750 -4.196
H 0.957 1.763 -6.298
H 1.188 -2.402 -6.532
H 1.973 -1.672 -4.430
P -0.964 -0.966 -1.474
P 2.330 0.340 -0.599
C -0.024 0.406 -2.279
C 1.175 1.206 -1.730
H -0.770 1.113 -2.656
H 0.273 -0.173 -3.157
H 1.802 1.551 -2.557
H 0.787 2.122 -1.260
C 3.368 1.645 0.109
H 3.982 1.190 0.899
H 2.769 2.442 0.564
H 4.027 2.075 -0.655
C 3.457 -0.664 -1.595
H 4.005 -0.068 -2.332
H 2.921 -1.471 -2.112
H 4.180 -1.127 -0.911
C -2.707 -0.498 -1.610
H -3.304 -1.273 -1.115
H -3.068 -0.398 -2.638
H -2.873 0.455 -1.084
C -0.627 -2.573 -2.275
H 0.418 -2.870 -2.108
H -0.807 -2.603 -3.357
H -1.283 -3.318 -1.806
C 1.382 4.032 2.268
Si 0.441 2.972 3.480
C 1.600 2.316 4.782
C -0.763 4.096 4.363
N -0.342 1.640 2.611
C -1.741 1.746 2.568
C -2.527 1.433 3.715
C -3.891 1.656 3.693
C -4.511 2.157 2.544
C -3.764 2.421 1.389
C -2.383 2.228 1.383
H 1.347 5.068 2.628
H 2.434 3.718 2.205
H 0.940 4.001 1.267
H 2.151 3.179 5.188
H 1.056 1.840 5.607
H 2.313 1.592 4.369
H -1.628 4.376 3.748
H -1.141 3.648 5.287
H -0.210 5.014 4.623
H -2.001 1.095 4.616
H -4.477 1.451 4.599
H -5.576 2.332 2.544
H -4.248 2.772 0.478
H -1.765 2.463 0.512
```

Output
Orbital gap (spin up / spin down), eV: 7.32 / 7.37
Total charge: +1
Spin multiplicity: 2
HOMO (spin up / spin down), Ha: -0.363 / -0.363



No. 5
Density functional theory data (ωB97M-V with the def2-TZVPD basis set) for the molecule CH4N2OS at a distorted geometry.

```
9
CH4N2OS, DFT ωB97M-V with the def2-TZVPD basis set
N -1.559 -0.325 0.409
N -0.872 0.271 -0.666
O 0.598 -0.098 -0.841
C 1.497 0.436 0.043
S 2.939 -0.161 0.161
H -1.325 -1.241 0.386
H -1.328 0.076 1.335
H -1.152 -0.229 -1.454
H 1.203 1.271 0.628
```

Output
Energy relative to the best compared isomer or geometry (same formula, charge and spin), kcal/mol: 87.2
Orbital gap, eV: 9.34
Spin multiplicity: 1
HOMO, Ha: -0.330
SMILES: NNOC=S



No. 6
Density functional theory data (ωB97M-V with the def2-TZVPD basis set) for the ion C8H10N3O with charge +1 at a distorted geometry.

```
22
C8H10N3O, DFT ωB97M-V with the def2-TZVPD basis set
C 2.194 -1.139 -0.468
C 2.351 -1.547 0.847
C 1.103 -0.367 -0.833
C 1.414 -1.196 1.806
C 0.157 0.005 0.114
C 0.321 -0.429 1.439
C -1.740 0.576 2.036
C -1.031 0.845 -0.165
N -0.670 -0.078 2.382
N -0.849 2.175 -0.582
N -2.014 0.192 -1.149
O -2.778 1.005 2.386
H 2.922 -1.420 -1.212
H 3.204 -2.143 1.129
H 0.997 -0.027 -1.853
H 1.540 -1.514 2.828
H -0.528 -0.396 3.340
H 0.097 2.517 -0.496
H -1.502 2.838 -0.182
H -2.920 -0.002 -0.709
H -1.631 -0.682 -1.532
H -2.152 0.873 -1.911
```

Output
Energy relative to the best compared isomer or geometry (same formula, charge and spin), kcal/mol: 24.4
Orbital gap, eV: 8.91
Total charge: +1
Spin multiplicity: 1
HOMO, Ha: -0.442